Version i
Here is C7H8N4 in the gas phase from OMol25. Energies are from ωB97M-V/def2-TZVPD.

The geometry in XYZ format:
```
19
C7H8N4 ωB97M-V/def2-TZVPD
C -0.1598 -2.4173 0.4636
C -0.8366 1.1110 -0.0594
C 0.4041 1.6587 -0.2390
C -0.7396 -1.3741 0.0348
C -1.3968 -0.2271 -0.1145
C 1.8830 -0.2804 -0.3324
C -2.9096 -0.1432 -0.2683
N 0.0098 -3.4745 1.0527
N 2.5284 -1.2392 -0.5235
N 1.6185 1.0260 -0.1612
N 2.7796 1.7643 -0.0430
H -1.6288 1.7799 -0.1098
H 0.4983 2.6673 -0.3848
H -3.2845 -1.0728 -0.8834
H -3.1107 0.7419 -0.8325
H -3.1684 -0.0405 0.7813
H 0.8881 -3.7245 1.4520
H 3.3863 1.2936 -0.6697
H 3.2387 1.9509 0.8371
```

- orbital gap (eV) = 7.99
- HOMO (eV) = -8.203
- charge = 0
- LUMO level (eV) = -0.2
- structure (SMILES) = CC(=C=C=N)/C=C\N(N)C#N

=====

Version ii
Here is C7H8N4 in the gas phase from OMol25. Energies are from ωB97M-V/def2-TZVPD.

The geometry in XYZ format:
```
19
C7H8N4 ωB97M-V/def2-TZVPD
C 0.8998 0.7392 0.9496
C -0.3522 1.3691 1.0670
C -1.6030 0.8476 0.4652
C -1.5024 -0.2645 -0.2652
C -0.1724 -0.6144 -0.5589
C 2.2013 -0.9508 -0.6054
C 1.1031 -0.3648 0.0580
H 2.6305 2.1533 1.2691
H 1.9095 1.4041 2.5648
H -0.4999 2.2275 1.7838
H -2.5175 1.1287 0.8336
H -3.2131 -1.7670 -0.8432
H -3.3315 -0.1105 -1.2970
H -0.2875 -1.9142 -2.5197
H 3.2373 -0.9603 -0.3517
N 2.1017 1.2338 1.6214
N -2.5248 -0.8120 -1.1351
N 0.3032 -1.5818 -1.5580
N 1.6180 -1.7631 -1.4782
```

- orbital gap (eV) = 8.88
- HOMO (eV) = -8.116
- charge = 0
- LUMO level (eV) = 0.8
- structure (SMILES) = Nc1ccc(N)c2[nH]ncc12

=====

Stability check: which of them is least stable? version i.

=====

Version i
Here is a molecular structure, C44H35BiClIN10O6S2 from OMol25. Energies are from ωB97M-V/def2-TZVPD.

The geometry in XYZ format:
```
100
C44H35BiClIN10O6S2 ωB97M-V/def2-TZVPD
Bi -1.0121 0.1734 0.2601
C -5.1599 0.2786 1.8307
C -4.9951 -0.9790 1.0374
N -5.7253 -2.0274 1.3256
C -5.5540 -3.1612 0.5954
C -4.6822 -3.2803 -0.4476
C -4.6374 -4.5574 -1.2369
O -5.2386 -4.4372 -2.5433
C -3.8521 -2.1725 -0.7749
C -2.9066 -2.2471 -1.8554
N -2.1593 -1.2583 -2.1672
C -1.2362 -1.2283 -3.1929
C -0.7337 -2.3205 -3.9129
C 0.1662 -2.1360 -4.9448
C 0.5927 -0.8609 -5.2986
C 0.1383 0.2395 -4.5854
C -0.7417 0.0397 -3.5386
I -1.4455 1.6582 -2.3509
C -4.0048 -0.9721 -0.0126
O -3.3377 0.1043 -0.2284
H -5.8691 0.1204 2.6426
H -5.4996 1.0906 1.1805
H -4.1842 0.5827 2.2207
H -6.1738 -4.0057 0.8861
H -5.2213 -5.3223 -0.7271
H -3.6121 -4.9247 -1.3253
H -4.8311 -3.6866 -2.9835
H -2.8620 -3.1773 -2.4384
H -1.0335 -3.3230 -3.6252
H 0.5572 -2.9975 -5.4732
H 1.3017 -0.7231 -6.1069
H 0.4765 1.2381 -4.8332
O -1.0419 -3.3203 5.9708
C 0.1756 -2.8598 5.8918
O 1.0317 -3.1778 6.6953
C 0.5052 -1.8860 4.7899
C 1.7181 -1.2361 4.7368
Cl 3.0834 -1.4142 5.7406
N 1.7127 -0.4064 3.6601
N 0.5600 -0.5068 2.9823
C -0.1869 -1.3692 3.6371
C -1.5850 -1.6481 3.1305
O -2.3559 -2.2782 3.8901
O -1.9548 -1.2165 2.0078
C 2.7797 0.4445 3.2328
C 3.2507 0.3338 1.9389
C 4.3606 1.0738 1.5567
C 4.9759 1.9361 2.4529
C 4.4661 2.0716 3.7391
C 3.3711 1.3211 4.1347
H -1.6293 -2.9500 5.1964
H 2.7694 -0.3399 1.2345
H 4.7498 0.9424 0.5522
H 5.8498 2.5040 2.1519
H 4.9237 2.7598 4.4401
H 2.9757 1.4125 5.1365
S 2.4200 -1.8752 -1.7266
C 1.4413 -3.0605 -1.0320
N 0.3667 -2.9458 -0.2925
C -0.1766 -4.1639 0.0808
C -1.3235 -4.3283 0.8613
C -1.7381 -5.6071 1.2073
C -1.0369 -6.7314 0.7737
C 0.0842 -6.5890 -0.0349
C 0.5047 -5.3095 -0.3771
S 1.8636 -4.8144 -1.3349
H -1.8750 -3.4525 1.1871
H -2.6169 -5.7232 1.8311
H -1.3616 -7.7208 1.0776
H 0.6329 -7.4566 -0.3846
C -1.6226 1.8540 1.4149
H -2.3844 2.4996 0.9704
H -1.7604 1.6814 2.4867
C 2.4324 1.7339 -2.2383
C 2.1731 2.4053 -0.9326
N 1.2413 2.0813 -0.0721
C 1.3749 2.9404 1.0032
C 2.4066 3.7962 0.7813
N 2.9197 3.4528 -0.4640
C 3.9155 4.1791 -1.1829
N 3.4725 5.5269 -1.4813
N 4.2553 6.5788 -1.1750
N 3.6915 7.6566 -1.5676
C 2.4881 7.3292 -2.1499
C 1.5051 8.1301 -2.7367
C 0.3912 7.4948 -3.2349
C 0.2335 6.0967 -3.1428
C 1.1933 5.2937 -2.5706
C 2.3339 5.9436 -2.0922
H 1.8845 0.7926 -2.2676
H 3.4936 1.4957 -2.3568
H 2.1121 2.3546 -3.0835
H 0.6516 2.8750 1.8088
H 2.8257 4.6049 1.3612
H 4.1285 3.6401 -2.1022
H 4.8314 4.2768 -0.6055
H 1.6267 9.2049 -2.7849
H -0.3907 8.0807 -3.7028
H -0.6720 5.6356 -3.5171
H 1.0342 4.2257 -2.4774
```

- orbital gap (eV) = 4.47
- HOMO (eV) = -0.984
- charge = -2
- LUMO level (eV) = 3.5

=====

Version ii
Here is a molecular structure, C44H35BiClIN10O6S2 from OMol25. Energies are from ωB97M-V/def2-TZVPD.

The geometry in XYZ format:
```
100
C44H35BiClIN10O6S2 ωB97M-V/def2-TZVPD
Bi 1.5190 0.0591 -0.7135
C -2.5621 2.7161 -3.0536
C -1.2909 2.4452 -3.8201
N -1.4087 2.4691 -5.1683
C -0.2475 2.3295 -5.8094
C 0.9818 2.0938 -5.2414
C 2.1486 1.9338 -6.1487
O 3.1011 3.0257 -6.0915
C 1.1405 1.9318 -3.7954
C 2.4107 1.5930 -3.3403
N 2.9211 1.0197 -2.1240
C 4.2607 0.7365 -2.0872
C 5.0361 0.4911 -3.2469
C 6.3957 0.2588 -3.2001
C 7.0896 0.2493 -1.9965
C 6.3713 0.4711 -0.8291
C 5.0159 0.7175 -0.8909
I 4.0158 1.0598 0.9325
C -0.1218 2.2249 -3.1262
O -0.3084 2.4342 -1.7584
H -3.3255 3.0406 -3.7604
H -2.4126 3.4804 -2.2884
H -2.9173 1.8187 -2.5350
H -0.3048 2.3786 -6.8973
H 1.8032 1.8850 -7.1837
H 2.6903 1.0056 -5.9199
H 2.9521 3.4533 -5.2407
H 3.1921 1.7218 -4.0686
H 4.5207 0.4322 -4.1951
H 6.9221 0.0593 -4.1271
H 8.1566 0.0720 -1.9593
H 6.8679 0.4535 0.1324
O 4.5501 -6.2540 -1.2294
C 3.4514 -6.5798 -0.6002
O 3.2421 -7.7046 -0.1857
C 2.4306 -5.4977 -0.4102
C 1.1453 -5.7144 0.0326
Cl 0.3961 -7.1668 0.5301
N 0.5063 -4.5183 0.0905
N 1.3353 -3.5152 -0.2652
C 2.4833 -4.0753 -0.5781
C 3.6233 -3.1988 -1.0743
O 4.5720 -3.8226 -1.6328
O 3.5519 -1.9849 -0.8813
C -0.7950 -4.1989 0.5669
C -0.9508 -3.0459 1.3245
C -2.1934 -2.7325 1.8496
C -3.2837 -3.5583 1.6102
C -3.1300 -4.6768 0.8047
C -1.8901 -4.9970 0.2700
H 4.5716 -5.2162 -1.4571
H -0.0986 -2.3978 1.4656
H -2.3096 -1.8310 2.4383
H -4.2526 -3.3113 2.0251
H -3.9833 -5.3020 0.5713
H -1.7799 -5.8514 -0.3805
S 0.3259 -1.1708 -2.8287
C -1.1230 -0.9697 -1.9602
N -1.2158 -0.2598 -0.8652
C -2.4985 -0.2172 -0.3763
C -2.9091 0.4812 0.7578
C -4.2378 0.4238 1.1423
C -5.1713 -0.3028 0.3997
C -4.7810 -0.9863 -0.7427
C -3.4468 -0.9415 -1.1199
S -2.6528 -1.6879 -2.4719
H -2.1790 1.0514 1.3211
H -4.5601 0.9543 2.0292
H -6.2065 -0.3332 0.7173
H -5.4977 -1.5536 -1.3239
C 0.7103 2.2001 -0.8266
H 1.5793 2.8460 -0.9958
H 0.2555 2.4504 0.1387
C 1.0877 2.8495 2.7993
C 0.8200 1.4821 3.3307
N 1.1994 0.3662 2.7683
C 0.8276 -0.6444 3.6269
C 0.2017 -0.1318 4.7178
N 0.1923 1.2390 4.5256
C -0.3920 2.2058 5.4123
N -1.8326 2.1130 5.4984
N -2.3878 1.4521 6.5369
N -3.6587 1.4496 6.4185
C -3.9847 2.1240 5.2590
C -5.2306 2.4126 4.6933
C -5.2376 3.1271 3.5206
C -4.0365 3.5454 2.9054
C -2.8058 3.2695 3.4505
C -2.8068 2.5512 4.6518
H 1.5482 2.7554 1.8194
H 1.7789 3.3968 3.4453
H 0.1793 3.4423 2.6880
H 1.0394 -1.6758 3.4017
H -0.2533 -0.5840 5.5827
H -0.1183 3.1998 5.0654
H -0.0236 2.0649 6.4266
H -6.1433 2.0742 5.1647
H -6.1791 3.3615 3.0417
H -4.0833 4.0773 1.9643
H -1.8973 3.5826 2.9572
```

- orbital gap (eV) = 2.92
- HOMO (eV) = 0.101
- charge = -2
- LUMO level (eV) = 3.0

=====

Stability check: which of them is least stable? version ii.

=====

Version i
Here is C15H16N2O3 in the gas phase from OMol25. Energies are from ωB97M-V/def2-TZVPD.

The geometry in XYZ format:
```
36
C15H16N2O3 ωB97M-V/def2-TZVPD
C 3.6890 3.2580 -0.5069
C 2.7281 2.0867 -0.4880
O 1.6116 2.1378 -0.9502
N 3.2698 0.9846 0.1099
C 2.6903 -0.2706 0.3272
C 1.4644 -0.6272 -0.2226
C 0.9309 -1.8854 0.0283
C 1.6356 -2.7956 0.8095
C 2.8574 -2.4419 1.3516
C 3.3842 -1.1857 1.1175
H 4.3403 -0.9106 1.5413
H 3.4052 -3.1464 1.9591
H 1.2110 -3.7734 0.9752
C -0.3799 -2.3253 -0.5408
O -0.6410 -3.4979 -0.7355
N -1.2459 -1.3247 -0.8205
H -1.0241 -0.3768 -0.5596
C -2.5774 -1.5637 -1.3176
H -2.7271 -0.9964 -2.2416
H -2.6440 -2.6315 -1.5377
C -3.6447 -1.1733 -0.2889
C -3.5281 0.2575 0.1243
C -3.1786 1.3855 -0.5597
C -3.2376 2.4517 0.3724
C -3.6168 1.8943 1.5513
O -3.7919 0.5676 1.4123
H -3.7908 2.3121 2.5227
H -3.0231 3.4831 0.1829
H -2.9137 1.4605 -1.5944
H -3.5446 -1.7950 0.6030
H -4.6325 -1.3605 -0.7198
H 0.9606 0.0795 -0.8600
H 4.2001 1.0868 0.4919
H 4.6019 2.9883 -1.0338
H 3.9429 3.5521 0.5096
H 3.2184 4.0959 -1.0125
```

- orbital gap (eV) = 9.15
- HOMO (eV) = -8.550
- charge = 0
- LUMO level (eV) = 0.6
- structure (SMILES) = CC(=O)Nc1cccc(C(=O)NCCc2ccco2)c1

=====

Version ii
Here is C15H16N2O3 in the gas phase from OMol25. Energies are from ωB97M-V/def2-TZVPD.

The geometry in XYZ format:
```
36
C15H16N2O3 ωB97M-V/def2-TZVPD
C -0.0033 -2.8815 -3.1645
C 0.4876 -1.6256 -2.4560
C 1.5425 -1.9547 -1.4018
C 2.1263 -0.6962 -0.7554
N 1.1167 0.0956 -0.0691
C 0.6180 -0.2899 1.1562
C 1.1072 -1.4125 1.8373
C 0.5946 -1.7777 3.0624
C -0.4274 -1.0453 3.6588
C -0.9217 0.0635 3.0174
C -0.4114 0.4557 1.7742
C -0.9089 1.6179 1.1023
C -0.3613 1.9849 -0.0861
N -0.7686 3.1563 -0.7227
C -1.8100 3.8939 -0.2853
O -2.1394 4.9530 -0.7656
C -2.6026 3.2340 0.8483
H -3.0151 4.0128 1.4933
O -1.8888 2.3469 1.6937
H -3.4404 2.6943 0.3775
H -0.2291 3.4333 -1.5360
C 0.6925 1.2320 -0.7322
O 1.1818 1.5908 -1.7950
H -1.7076 0.6603 3.4522
H -0.8227 -1.3458 4.6164
H 0.9950 -2.6463 3.5633
H 1.9008 -2.0058 1.4160
H 2.5310 -0.0482 -1.5372
H 2.9307 -0.9462 -0.0604
H 2.3637 -2.5015 -1.8698
H 1.0975 -2.6001 -0.6415
H 0.9098 -0.9321 -3.1851
H -0.3590 -1.1264 -1.9789
H -0.4399 -3.5778 -2.4512
H -0.7585 -2.6306 -3.9050
H 0.8200 -3.3810 -3.6704
```

- orbital gap (eV) = 8.41
- HOMO (eV) = -8.214
- charge = 0
- LUMO level (eV) = 0.2
- structure (SMILES) = CCCCn1c(=O)c2c(c3ccccc31)OCC(=O)N2

=====

Stability check: which of them is least stable? version i.

=====

Version i
Here is 2 unconnected molecules or ions with the total composition C3H6FN from OMol25. Energies are from ωB97M-V/def2-TZVPD.

The geometry in XYZ format:
```
11
C3H6FN ωB97M-V/def2-TZVPD
C 0.3063 -0.1883 -1.0690
C -0.7232 0.4446 -1.2028
C 1.5116 -1.0106 -0.7939
N -1.4787 1.0928 1.4765
F -0.2443 0.9847 2.2267
H -1.3809 0.7671 0.5224
H -1.3871 1.2191 -1.2152
H -2.0687 0.2828 1.8811
H 2.1223 -0.2938 -0.1764
H 2.0321 -1.4377 -1.6251
H 1.3105 -1.8607 -0.0243
```

- orbital gap (eV) = 10.95
- HOMO (eV) = -10.053
- charge = 0
- LUMO level (eV) = 0.9
- structure (SMILES) = C#CC.NF

=====

Version ii
Here is C3H6FN in the gas phase from OMol25. Energies are from ωB97M-V/def2-TZVPD.

The geometry in XYZ format:
```
11
C3H6FN ωB97M-V/def2-TZVPD
C -0.4918 -0.2620 -0.7932
C 0.6738 -0.8208 -0.0292
C -0.5818 0.8658 0.2467
N 0.1382 -0.0442 1.1546
F 0.1772 2.0846 0.0039
H -0.2360 0.1354 -1.7649
H -1.1911 -1.0407 -0.6419
H 0.6380 -1.8864 -0.0001
H 1.5867 -0.4796 -0.5685
H -1.6136 1.1827 0.6208
H 0.9003 0.2652 1.7719
```

- orbital gap (eV) = 11.06
- HOMO (eV) = -9.871
- charge = 0
- LUMO level (eV) = 1.2
- structure (SMILES) = F[C@H]1CCN1

=====

Stability check: which of them is least stable? version i.